# 1
DFT (ωB97M-V with the def2-TZVPD basis set) results for C35H45CuN3O3S as an isolated structure.

Last column: Mulliken charge in e.
Geometry (Å):
Cu1 0.041 -0.343 -0.153  0.208
C1 -3.446 0.367 3.720  -1.785
C2 -2.506 -0.598 2.989  1.178
C3 -1.864 -1.569 3.983  -1.466
C4 -3.229 -1.298 1.853  1.028
C5 -4.091 -2.355 2.135  -0.432
C6 -4.766 -3.024 1.125  -1.339
C7 -4.578 -2.610 -0.185  -1.308
C8 -3.734 -1.549 -0.509  0.845
C9 -3.682 -1.125 -1.971  0.412
C10 -2.307 -1.235 -2.630  -1.049
C11 -4.283 0.268 -2.180  -1.434
C12 -3.044 -0.882 0.521  -0.853
N1 -2.063 0.077 0.234  1.845
C13 -2.337 1.368 0.389  -0.210
O1 -3.426 1.919 0.622  -0.817
C14 -1.089 2.261 0.327  0.296
C15 -1.084 3.549 0.838  -0.935
C16 0.139 4.199 0.962  -0.388
C17 1.317 3.536 0.636  -0.867
C18 1.223 2.248 0.137  0.352
N2 0.036 1.684 -0.081  0.018
C19 2.448 1.335 -0.001  -0.015
O2 3.573 1.860 -0.061  -0.818
N3 2.119 0.051 0.064  0.893
C20 3.106 -0.939 0.124  -0.724
C21 3.801 -1.175 1.321  1.327
C22 4.695 -2.240 1.393  -0.429
C23 4.909 -3.077 0.306  -1.750
C24 4.220 -2.837 -0.877  -0.558
C25 3.318 -1.782 -0.985  1.013
C26 2.617 -1.500 -2.300  1.259
C27 3.508 -0.624 -3.185  -1.604
C28 2.167 -2.764 -3.029  -1.780
C29 3.580 -0.284 2.528  0.979
C30 4.818 0.564 2.824  -1.690
C31 3.144 -1.086 3.757  -1.420
H1 -2.907 0.915 4.499  0.444
H2 -4.258 -0.191 4.199  0.333
H3 -3.883 1.083 3.022  0.392
H4 -1.702 -0.012 2.538  -0.171
H5 -2.615 -2.137 4.538  0.298
H6 -1.269 -1.016 4.715  0.461
H7 -1.200 -2.280 3.483  0.251
H8 -4.239 -2.661 3.166  0.276
H9 -5.436 -3.845 1.354  0.350
H10 -5.112 -3.110 -0.987  0.336
H11 -4.337 -1.835 -2.487  0.475
H12 -1.595 -0.551 -2.167  -0.192
H13 -2.386 -0.979 -3.691  0.558
H14 -1.896 -2.243 -2.549  0.209
H15 -3.666 1.039 -1.719  0.193
H16 -5.277 0.341 -1.735  0.348
H17 -4.363 0.480 -3.251  0.471
H18 -2.022 3.990 1.146  0.478
H19 0.179 5.203 1.368  0.403
H20 2.298 3.968 0.780  0.497
H21 5.236 -2.418 2.317  0.295
H22 5.609 -3.902 0.377  0.340
H23 4.386 -3.483 -1.731  0.280
H24 1.726 -0.917 -2.062  -0.503
H25 4.436 -1.149 -3.434  0.303
H26 3.773 0.302 -2.668  0.384
H27 2.999 -0.370 -4.120  0.406
H28 3.017 -3.365 -3.366  0.431
H29 1.585 -2.498 -3.916  0.408
H30 1.535 -3.377 -2.383  0.213
H31 2.764 0.393 2.277  -0.072
H32 5.678 -0.072 3.056  0.316
H33 4.642 1.217 3.684  0.431
H34 5.064 1.182 1.959  0.382
H35 3.925 -1.777 4.087  0.276
H36 2.245 -1.672 3.543  0.167
H37 2.918 -0.416 4.591  0.467
O3 0.033 -2.458 -0.349  -0.697
S1 -0.059 -2.841 1.122  0.720
C32 -1.264 -4.196 1.163  -0.271
C33 -0.501 -5.517 1.316  -0.836
C34 0.912 -5.272 0.784  -0.556
C35 1.332 -3.947 1.402  0.438
H38 -1.760 -4.089 0.196  0.236
H39 -2.001 -3.992 1.941  0.219
H40 -1.013 -6.327 0.795  0.375
H41 -0.447 -5.792 2.373  0.314
H42 0.898 -5.166 -0.304  0.115
H43 1.604 -6.078 1.033  0.525
H44 2.202 -3.460 0.957  -0.969
H45 1.472 -4.021 2.485  0.472

Calculated values
energy above the lowest of the compared OMol25 structures with the same formula, charge and spin = 0.097 eV
max |F| = 0.7 eV/A
orbital gap = 5.91 eV
total charge = -1
E = -103117.624 eV

# 2
DFT (ωB97M-V with the def2-TZVPD basis set) results for C35H45FGeN5O3V as an isolated structure.

Last column: Mulliken spin population.
Geometry (Å):
V1 0.004 -0.019 0.289  2.049
N1 1.685 -0.601 -1.234  0.004
C1 2.964 -0.715 -0.544  0.005
C2 3.129 0.556 0.284  0.010
N2 1.967 0.732 1.163  0.010
C3 2.222 0.469 2.593  0.006
C4 1.993 -0.974 2.997  0.013
N3 0.579 -1.277 2.848  0.012
H1 1.398 -1.473 -1.663  0.004
H2 1.720 0.126 -1.941  0.002
H3 3.818 -0.850 -1.216  0.000
H4 2.915 -1.588 0.106  -0.004
H5 3.168 1.406 -0.402  0.000
H6 4.064 0.554 0.854  0.000
H7 1.616 1.689 1.087  0.005
H8 1.540 1.103 3.167  0.000
H9 3.244 0.766 2.856  -0.001
H10 2.381 -1.126 4.012  0.001
H11 2.559 -1.637 2.339  -0.005
H12 0.017 -0.749 3.510  0.007
H13 0.388 -2.265 2.978  0.000
C5 -4.627 -6.075 -0.784  0.000
C6 -3.172 -6.506 -0.684  0.000
C7 -2.996 -7.593 0.367  0.000
C8 -1.558 -8.081 0.382  0.000
C9 -0.612 -6.922 0.547  0.000
C10 0.641 -7.114 1.083  0.000
C11 1.513 -6.041 1.236  0.000
F1 2.745 -6.281 1.769  0.000
C12 1.162 -4.773 0.871  0.002
C13 -0.114 -4.549 0.335  -0.012
C14 -0.488 -3.175 -0.029  0.001
O1 0.346 -2.253 0.086  -0.007
C15 -1.820 -3.018 -0.519  -0.010
C16 -2.609 -4.116 -0.680  0.003
N4 -2.269 -5.377 -0.363  0.001
C17 -1.005 -5.621 0.168  -0.002
C18 -2.420 -1.671 -0.909  0.008
O2 -3.471 -1.690 -1.544  0.007
O3 -1.799 -0.648 -0.500  0.042
H14 -5.240 -6.968 -0.890  0.000
H15 -4.824 -5.441 -1.645  0.000
H16 -4.942 -5.550 0.119  0.000
H17 -2.851 -6.908 -1.652  0.000
H18 -3.677 -8.413 0.140  0.000
H19 -3.279 -7.192 1.345  0.000
H20 -1.343 -8.596 -0.560  0.000
H21 -1.395 -8.806 1.179  0.000
H22 0.964 -8.098 1.394  0.000
H23 1.835 -3.936 0.986  -0.002
H24 -3.585 -3.946 -1.107  0.000
C19 -3.228 2.315 0.044  0.005
Ge1 -1.877 2.452 -1.379  0.003
C20 -2.679 1.678 -2.995  0.003
C21 -1.607 4.391 -1.683  -0.002
C22 -0.126 1.601 -1.090  -0.089
H25 -4.179 2.684 -0.346  0.000
H26 -2.974 2.911 0.921  0.000
H27 -3.354 1.275 0.339  0.000
H28 -3.639 2.145 -3.217  0.000
H29 -2.847 0.612 -2.838  -0.002
H30 -2.027 1.814 -3.859  0.000
H31 -2.548 4.892 -1.911  0.000
H32 -0.920 4.559 -2.512  0.000
H33 -1.183 4.861 -0.794  0.000
H34 0.637 2.379 -0.922  0.010
H35 0.086 1.180 -2.080  -0.003
N5 -0.798 0.927 1.632  -0.285
C23 -1.246 1.526 2.637  0.072
C24 -0.619 2.826 3.036  0.012
C25 -0.332 3.139 4.361  0.024
C26 0.365 4.298 4.677  -0.010
C27 0.771 5.165 3.674  0.015
C28 0.479 4.865 2.348  -0.011
C29 -0.206 3.703 2.032  0.019
C30 -2.381 0.971 3.436  0.003
C31 -3.117 1.746 4.326  0.025
C32 -4.193 1.201 5.015  -0.014
C33 -4.545 -0.126 4.822  0.022
C34 -3.824 -0.904 3.924  -0.012
C35 -2.755 -0.359 3.234  0.023
H36 -0.644 2.467 5.153  0.000
H37 0.591 4.521 5.711  0.000
H38 1.305 6.072 3.922  0.001
H39 0.780 5.541 1.559  0.000
H40 -0.436 3.455 1.000  0.017
H41 -2.867 2.791 4.473  0.002
H42 -4.762 1.820 5.696  0.000
H43 -5.383 -0.550 5.358  0.002
H44 -4.107 -1.934 3.749  0.000
H45 -2.214 -0.941 2.495  0.024

Calculated values
spin multiplicity = 3
energy above the lowest of the compared OMol25 structures with the same formula, charge and spin = 0.680 eV
max |F| = 0.7 eV/A
orbital gap (alpha / beta) = 6.80 / 7.37 eV
total charge = 0
E = -135542.353 eV

# 3
DFT (ωB97M-V with the def2-TZVPD basis set) results for a 2-piece molecular cluster, C35H45N4O overall.

Last column: Mulliken charge in e.
Geometry (Å):
C1 -0.525 4.265 5.036  -0.802
C2 0.266 5.368 4.342  -0.903
C3 0.451 5.092 2.853  -0.669
N1 0.878 3.740 2.511  0.107
C4 1.241 3.477 1.203  1.054
C5 1.769 2.271 0.790  -1.219
C6 2.302 2.024 -0.576  -0.287
C7 2.407 3.272 -1.491  -0.913
C8 1.292 4.280 -1.223  -0.897
C9 1.193 4.661 0.255  -0.653
C10 0.389 2.626 3.306  0.524
C11 0.156 2.926 4.790  -0.841
H1 -0.568 4.468 6.110  0.357
H2 -1.557 4.248 4.660  0.336
H3 -0.251 6.328 4.440  0.378
H4 1.249 5.475 4.817  0.372
H5 -0.509 5.314 2.351  0.385
H6 1.189 5.817 2.482  0.323
H7 1.909 1.465 1.496  0.414
H8 3.304 1.573 -0.506  0.382
H9 1.685 1.259 -1.081  -0.143
H10 3.382 3.751 -1.325  0.311
H11 2.388 2.968 -2.545  0.386
H12 1.462 5.186 -1.815  0.403
H13 0.335 3.861 -1.558  0.229
H14 0.277 5.257 0.377  0.367
H15 2.019 5.356 0.486  0.390
H16 -0.562 2.252 2.877  0.224
H17 1.105 1.797 3.248  -0.607
H18 1.121 2.915 5.314  0.352
H19 -0.452 2.117 5.205  0.392
C12 0.115 -4.466 -3.922  -0.963
N2 -0.091 -3.332 -3.047  0.278
C13 -1.030 -2.384 -3.339  0.367
O1 -1.766 -2.385 -4.328  -0.687
C14 -0.978 -1.337 -2.223  -0.064
C15 -2.337 -1.154 -1.526  -0.027
C16 -3.348 -0.566 -2.442  0.437
C17 -3.297 0.660 -3.095  -0.835
N3 -4.377 0.758 -3.950  0.000
C18 -5.154 -0.387 -3.852  -0.526
C19 -6.296 -0.755 -4.550  -0.807
C20 -6.846 -2.014 -4.275  -0.482
C21 -6.249 -2.877 -3.339  -0.825
C22 -5.089 -2.503 -2.646  -0.390
C23 -4.542 -1.245 -2.896  0.820
N4 0.060 -1.859 -1.341  0.769
C24 0.418 -1.177 -0.230  -0.061
C25 1.405 -1.618 0.643  0.592
C26 1.864 -0.968 1.784  -0.351
C27 2.779 -1.586 2.719  0.684
C28 3.072 -1.010 3.993  -0.190
C29 3.927 -1.648 4.896  -0.766
C30 4.540 -2.868 4.564  -0.420
C31 4.246 -3.465 3.331  -0.693
C32 3.404 -2.833 2.418  -0.363
C33 0.635 -3.148 -1.792  0.067
C34 0.297 -4.299 -0.825  -1.540
C35 2.143 -3.069 -2.074  -1.537
H20 -0.533 -4.345 -4.795  0.387
H21 1.163 -4.513 -4.248  0.294
H22 -0.130 -5.410 -3.414  0.314
H23 -0.662 -0.374 -2.678  0.181
H24 -2.700 -2.135 -1.171  0.126
H25 -2.193 -0.513 -0.640  0.408
H26 -2.540 1.429 -3.008  0.608
H27 -4.572 1.555 -4.550  0.218
H28 -6.723 -0.063 -5.270  0.380
H29 -7.748 -2.337 -4.793  0.380
H30 -6.694 -3.854 -3.148  0.380
H31 -4.594 -3.152 -1.921  0.354
H32 -0.111 -0.238 -0.055  0.836
H33 1.811 -2.598 0.415  -0.845
H34 1.415 -0.030 2.091  0.434
H35 2.585 -0.067 4.267  0.312
H36 4.125 -1.199 5.872  0.401
H37 5.207 -3.366 5.267  0.391
H38 4.673 -4.431 3.064  0.405
H39 3.202 -3.320 1.464  0.323
H40 -0.794 -4.423 -0.766  0.356
H41 0.747 -5.228 -1.199  0.488
H42 0.675 -4.111 0.184  0.359
H43 2.323 -2.320 -2.856  0.373
H44 2.714 -2.778 -1.191  0.408
H45 2.504 -4.051 -2.405  0.488

Calculated values
max |F| = 2.8 eV/A
orbital gap = 4.92 eV
total charge = +1
E = -45027.094 eV

# 4
DFT (ωB97M-V with the def2-TZVPD basis set) results for C35H46ClCoN5SSb as an isolated structure.

Last column: Mulliken spin population.
Geometry (Å):
Co1 0.149 -0.345 0.302  1.027
N1 3.885 -1.797 1.606  0.000
C1 4.926 -1.355 0.759  0.003
C2 6.213 -1.209 1.250  -0.002
C3 7.230 -0.763 0.418  0.000
C4 6.963 -0.438 -0.901  0.000
C5 5.668 -0.556 -1.389  -0.001
C6 4.665 -1.030 -0.564  0.001
S1 3.017 -1.237 -1.190  0.001
N2 2.090 -1.204 0.222  -0.008
C7 2.574 -1.496 1.377  -0.035
C8 1.651 -1.433 2.528  0.017
C9 1.980 -1.886 3.801  0.001
C10 1.104 -1.668 4.849  -0.006
C11 -0.090 -1.010 4.598  0.007
C12 -0.371 -0.644 3.293  0.002
N3 0.466 -0.852 2.282  0.037
H1 4.160 -1.938 2.562  0.000
H2 6.425 -1.445 2.287  0.000
H3 8.232 -0.656 0.810  0.000
H4 7.755 -0.089 -1.548  0.000
H5 5.436 -0.287 -2.412  0.000
H6 2.903 -2.419 3.985  0.000
H7 1.352 -2.001 5.847  0.000
H8 -0.796 -0.806 5.389  0.000
H9 -1.308 -0.161 3.040  0.002
C13 -5.530 -0.836 0.999  0.001
C14 -4.117 -1.390 1.158  0.004
Sb1 -2.574 -0.373 -0.015  -0.045
C15 -2.905 -1.531 -1.822  0.001
C16 -4.297 -1.438 -2.435  0.002
C17 -3.588 1.481 -0.466  0.011
C18 -3.591 2.392 0.760  0.006
H10 -6.255 -1.537 1.418  0.000
H11 -5.795 -0.679 -0.046  0.000
H12 -5.644 0.112 1.524  0.000
H13 -4.074 -2.432 0.833  0.001
H14 -3.816 -1.361 2.206  -0.001
H15 -2.686 -2.564 -1.549  -0.001
H16 -2.141 -1.213 -2.533  -0.001
H17 -5.039 -1.913 -1.791  0.000
H18 -4.317 -1.961 -3.394  0.000
H19 -4.603 -0.407 -2.613  0.000
H20 -4.602 1.257 -0.797  0.000
H21 -3.053 1.960 -1.289  -0.003
H22 -4.035 1.904 1.631  0.001
H23 -4.161 3.299 0.556  0.000
H24 -2.573 2.686 1.027  -0.001
C19 -2.128 4.810 -2.498  -0.002
C20 -1.521 3.444 -2.337  -0.001
C21 -1.644 2.490 -3.342  0.026
C22 -1.060 1.236 -3.202  -0.005
C23 -1.205 0.218 -4.303  0.006
C24 -0.335 0.959 -2.054  0.056
C25 -0.163 1.902 -1.011  -0.067
C26 -0.808 3.141 -1.183  0.000
N4 0.576 1.500 0.089  -0.029
C27 1.421 2.441 0.853  -0.023
C28 0.606 3.184 1.928  0.003
C29 2.521 1.665 1.585  0.002
C30 2.189 3.421 -0.056  0.005
H25 -2.976 4.794 -3.182  0.000
H26 -1.389 5.505 -2.904  0.000
H27 -2.459 5.204 -1.537  0.000
H28 -2.201 2.724 -4.242  0.000
H29 -1.077 0.689 -5.277  0.000
H30 -2.204 -0.225 -4.281  -0.002
H31 -0.469 -0.582 -4.210  0.000
H32 0.209 0.015 -1.974  0.015
H33 -0.788 3.883 -0.400  0.002
H34 0.278 2.482 2.699  -0.001
H35 -0.281 3.661 1.518  0.000
H36 1.219 3.954 2.402  -0.001
H37 2.105 1.007 2.347  -0.002
H38 3.190 2.372 2.076  0.001
H39 3.112 1.088 0.872  -0.002
H40 1.552 4.042 -0.673  -0.001
H41 2.849 2.859 -0.720  0.000
H42 2.801 4.078 0.565  0.000
Cl1 -0.388 -5.669 2.036  0.000
C31 -0.120 -4.666 0.661  0.008
C32 0.445 -5.171 -0.500  -0.002
C33 0.609 -4.307 -1.570  0.001
C34 0.243 -2.981 -1.428  -0.004
N5 -0.271 -2.491 -0.299  -0.018
C35 -0.477 -3.330 0.716  0.017
H43 0.734 -6.211 -0.566  0.000
H44 1.019 -4.654 -2.508  0.000
H45 0.356 -2.286 -2.251  0.001
H46 -0.952 -2.925 1.602  -0.004

Calculated values
spin multiplicity = 2
max |F| = 1.0 eV/A
orbital gap (alpha / beta) = 5.78 / 6.03 eV
total charge = +1
E = -112009.016 eV

# 5
DFT (ωB97M-V with the def2-TZVPD basis set) results for C35H47BeN5O4 as an isolated structure.

Last column: Mulliken charge in e.
Geometry (Å):
Be1 -5.536 5.570 4.595  2.709
C1 -7.075 9.997 4.720  -1.267
C2 -7.429 8.847 3.785  -0.377
O1 -6.691 7.700 4.078  -0.614
H1 -7.489 10.945 4.375  0.456
H2 -6.006 10.117 4.545  0.218
H3 -7.390 9.800 5.744  0.208
H4 -7.220 9.142 2.756  0.347
H5 -8.480 8.561 3.828  0.107
C3 -5.403 0.902 5.262  -1.152
C4 -4.263 1.889 4.987  -0.590
O2 -4.586 3.282 5.004  -0.619
H6 -5.104 -0.146 5.223  0.415
H7 -6.251 1.038 4.592  0.170
H8 -5.828 1.025 6.258  0.252
H9 -3.793 1.523 4.074  0.280
H10 -3.582 1.647 5.803  0.288
N1 -4.606 6.528 6.775  0.417
C5 -3.740 5.827 7.585  -0.333
C6 -3.463 6.261 8.919  -0.829
C7 -4.008 7.483 9.301  -0.389
C8 -4.901 8.189 8.536  -1.051
C9 -5.135 7.647 7.261  0.212
H11 -3.286 4.908 7.246  0.450
H12 -2.875 5.608 9.547  0.429
H13 -3.912 7.755 10.342  0.321
H14 -5.422 9.030 8.968  0.468
H15 -5.592 8.401 6.638  0.115
N2 -2.934 6.376 4.420  0.397
C10 -1.799 5.656 4.217  -0.393
C11 -0.556 6.203 3.914  -0.901
C12 -0.445 7.618 3.896  -0.189
C13 -1.620 8.384 4.255  -0.984
C14 -2.796 7.716 4.530  0.029
H16 -1.905 4.621 4.506  0.430
H17 0.266 5.503 3.933  0.473
H18 0.522 7.999 3.604  0.400
H19 -1.531 9.457 4.339  0.454
H20 -3.676 8.326 4.668  0.193
N3 -7.630 4.378 3.450  0.441
C15 -8.823 5.033 3.485  0.158
C16 -10.035 4.495 2.993  -0.978
C17 -9.918 3.310 2.289  -0.316
C18 -8.753 2.708 2.112  -1.324
C19 -7.652 3.200 2.739  0.063
H21 -8.949 6.013 3.922  0.142
H22 -11.002 4.958 3.116  0.463
H23 -10.923 2.968 2.090  0.367
H24 -8.825 1.721 1.678  0.429
H25 -6.769 2.678 2.400  0.405
N4 -7.337 5.271 6.492  0.334
C20 -8.292 6.196 6.723  -0.314
C21 -9.383 5.967 7.560  -1.015
C22 -9.421 4.765 8.186  -0.183
C23 -8.440 3.842 7.994  -0.747
C24 -7.443 4.107 7.116  -0.361
H26 -8.086 7.114 6.193  0.394
H27 -10.229 6.613 7.748  0.447
H28 -10.276 4.661 8.838  0.362
H29 -8.551 2.900 8.510  0.443
H30 -6.669 3.374 6.945  0.322
N5 -5.031 5.275 1.857  0.520
C25 -5.620 6.039 0.837  -0.648
C26 -5.351 5.683 -0.581  -0.663
C27 -4.587 4.545 -0.913  -0.599
C28 -4.214 3.701 0.161  -0.767
C29 -4.531 4.093 1.459  -0.435
H31 -5.957 7.023 1.128  0.774
H32 -5.768 6.305 -1.360  0.404
H33 -4.559 4.292 -1.963  0.449
H34 -3.688 2.773 -0.006  0.511
H35 -4.249 3.421 2.256  0.331
C30 -2.225 8.039 1.010  -0.317
C31 -1.344 7.399 0.032  0.576
O3 -1.542 7.685 -1.112  -0.579
C32 -0.432 6.259 0.482  -0.738
H36 -1.532 8.657 1.581  0.295
H37 -2.691 7.295 1.657  -0.181
H38 -2.973 8.687 0.554  0.333
H39 0.488 6.184 -0.099  0.403
H40 -0.896 5.288 0.656  0.194
H41 -0.120 6.452 1.508  0.023
C33 -8.636 6.977 0.225  0.217
C34 -9.755 7.953 -0.207  0.473
O4 -10.353 7.864 -1.269  -0.587
C35 -10.278 8.896 0.894  -1.147
H42 -7.839 7.142 -0.501  0.017
H43 -8.938 5.931 0.175  0.282
H44 -8.339 7.289 1.226  -0.206
H45 -11.207 9.385 0.602  0.360
H46 -9.573 9.688 1.149  0.321
H47 -10.391 8.482 1.896  0.302

Calculated values
max |F| = 5.1 eV/A
orbital gap = 7.48 eV
total charge = 0
E = -53091.742 eV